4 unconnected molecules or ions with the total composition C34H67N3O7S3 at a distorted geometry, computed with the ωB97M-V functional and the def2-TZVPD basis.

```
114
Properties=species:S:1:pos:R:3:forces:R:3
C -0.63729 -9.74805 -2.44443 -0.5 0.2 0.1
C 0.11892 -9.21749 -1.28226 1.5 0.7 -1.0
C 1.63072 -9.31408 -1.53175 -0.9 0.8 -0.3
O 2.17957 -8.23660 -2.30539 -1.5 -0.5 0.7
C 3.25265 -7.61023 -1.80330 -5.8 -1.4 4.3
O 4.13776 -7.44831 -2.45573 8.0 1.8 -6.0
C 3.32005 -7.04746 -0.40594 -1.5 0.0 -0.4
S 3.05572 -5.25541 -0.50580 0.4 0.2 0.2
S 1.31840 -4.75110 0.46395 0.0 1.2 -0.6
O -0.26190 -7.82899 -1.10918 1.1 -0.5 -0.9
C -1.29698 -7.77849 -0.26903 -2.0 1.7 -4.7
O -1.19154 -7.99056 0.83850 1.0 -1.5 7.4
C -2.59508 -7.36713 -0.85441 0.9 1.0 -1.6
S -2.44359 -5.64198 -1.42785 -0.1 0.7 0.3
H -0.56420 -9.09392 -3.28443 0.2 0.5 -0.7
H -0.31429 -10.72108 -2.71628 0.4 -1.0 -0.3
H -1.66622 -9.82181 -2.18217 -1.0 -0.2 0.1
H -0.08180 -9.79232 -0.40344 -0.2 -0.2 0.8
H 2.16707 -9.47343 -0.62503 0.5 0.1 0.8
H 1.74128 -10.17352 -2.14176 0.4 -1.0 -0.4
H 4.31845 -7.16179 -0.08112 1.1 0.0 0.4
H 2.67867 -7.53734 0.27740 -0.8 -0.2 0.9
H 0.31432 -4.79689 -0.49694 0.1 -0.8 0.7
H 1.05228 -5.70814 1.36589 -0.4 -0.5 -0.3
H -3.37233 -7.35563 -0.14281 -0.8 -0.2 0.9
H -2.82839 -7.97368 -1.69982 -0.4 -0.5 -0.5
H -1.90501 -5.77640 -2.64118 0.1 -0.4 -0.1
C 6.24268 0.23136 -2.62983 0.0 0.2 -0.2
C 5.29039 -0.85107 -2.08135 1.8 1.0 -0.3
C 5.28853 -2.05255 -3.01882 -0.4 -0.4 -0.4
C 4.54762 -1.80194 -4.32959 -0.1 0.1 0.1
C 3.13727 -1.27983 -4.05977 0.3 -0.6 0.0
C 3.09259 -0.08128 -3.11636 -0.2 1.7 -1.3
N 3.91688 -0.30150 -1.89448 0.0 -1.5 -1.2
O 3.27663 -1.04863 -1.10658 -1.0 -0.8 1.8
C 3.55870 1.18597 -3.85485 0.3 0.0 -0.1
C 1.64498 0.20296 -2.74351 -0.2 -0.2 0.6
C 5.89385 -1.25439 -0.74568 -0.4 -0.2 0.5
H 7.27381 -0.01232 -2.38185 0.0 -0.1 0.1
H 6.21499 0.32820 -3.71238 -0.1 0.1 0.0
H 6.02682 1.20394 -2.18922 -0.1 0.0 0.0
H 4.82193 -2.90580 -2.51232 -0.1 0.1 0.1
H 6.31471 -2.35154 -3.23754 0.1 0.1 0.2
H 5.10302 -1.10199 -4.95801 0.0 0.0 0.0
H 4.48640 -2.73145 -4.89798 0.0 0.0 0.0
H 2.65877 -1.01435 -5.00334 -0.1 0.1 0.0
H 2.54280 -2.09643 -3.63357 0.0 0.0 0.1
H 3.66186 2.02024 -3.16179 0.0 0.0 0.1
H 2.82448 1.47251 -4.60546 -0.1 -0.1 0.0
H 4.49775 1.06399 -4.38844 0.0 0.0 0.1
H 1.15010 -0.66725 -2.31460 0.1 0.0 0.1
H 1.08740 0.48346 -3.63500 0.1 0.0 -0.1
H 1.57464 1.02365 -2.02797 0.0 0.0 0.1
H 5.90986 -0.41164 -0.05369 0.0 0.0 0.0
H 6.91835 -1.58869 -0.89427 0.1 0.1 -0.1
H 5.35427 -2.07468 -0.27467 -0.1 0.1 0.0
C 1.60220 1.02783 3.42164 -0.2 0.1 0.2
C 2.10784 1.78588 2.17603 0.1 -1.3 1.5
C 3.11887 2.84419 2.60512 0.0 0.6 0.0
C 2.47709 4.03751 3.31090 -0.1 0.0 0.0
C 1.35094 4.62939 2.46289 0.7 0.0 0.0
C 0.32321 3.59835 2.00355 -1.5 0.2 1.4
N 0.96845 2.38402 1.42422 1.2 1.3 0.5
O 1.34375 2.63846 0.24474 0.0 -0.2 -2.0
C -0.58878 3.20878 3.18207 0.1 -0.2 0.3
C -0.61202 4.24765 0.99963 0.1 0.0 -0.7
C 2.80493 0.73472 1.33163 0.0 0.0 -0.6
H 2.32670 0.27232 3.72268 0.1 0.0 -0.1
H 1.46045 1.66372 4.29221 -0.1 0.0 0.0
H 0.66433 0.51206 3.21349 0.0 0.0 0.0
H 3.66171 3.20778 1.72726 -0.1 0.0 -0.1
H 3.86428 2.38693 3.25861 0.0 -0.2 0.0
H 2.10098 3.74802 4.29589 0.0 0.0 0.0
H 3.23456 4.80141 3.49142 0.0 0.0 0.0
H 0.84464 5.41590 3.02379 -0.2 0.0 0.0
H 1.79458 5.11454 1.58821 0.0 -0.1 -0.1
H -1.23950 2.37745 2.90885 0.0 0.0 0.0
H -1.22768 4.04734 3.45372 0.0 0.1 -0.1
H -0.04820 2.93941 4.08660 0.0 -0.1 0.0
H -0.08159 4.68512 0.15643 0.1 -0.1 -0.1
H -1.16781 5.05202 1.47738 0.0 0.0 0.2
H -1.33518 3.52835 0.61292 0.0 0.0 0.0
H 2.10495 -0.03705 1.01090 0.0 0.0 -0.1
H 3.59327 0.25306 1.90895 0.0 0.0 0.2
H 3.27558 1.15340 0.44691 -0.1 0.1 -0.1
C -6.26986 3.27086 0.34352 -0.2 0.1 -0.2
C -5.66005 3.74055 1.68089 -0.7 -1.3 -1.3
C -6.75704 3.82431 2.73762 -0.2 0.4 0.4
C -7.70186 5.00652 2.53154 0.1 0.0 -0.1
C -6.91819 6.31286 2.41395 -0.2 -0.4 0.5
C -5.80207 6.26613 1.37380 -0.8 0.9 -1.7
N -4.95837 5.04430 1.51198 -1.3 0.1 1.2
O -4.15870 5.20503 2.47418 1.9 0.2 0.9
C -6.40270 6.34351 -0.04213 -0.2 -0.3 -0.1
C -4.95595 7.52246 1.50276 0.5 0.0 0.4
C -4.67173 2.65095 2.06468 0.5 0.1 0.3
H -6.40311 2.19028 0.34819 0.1 -0.1 0.1
H -7.25371 3.68819 0.14297 0.0 0.1 0.0
H -5.61419 3.51120 -0.49314 0.0 0.1 0.0
H -6.30328 3.90823 3.72976 0.1 0.0 0.0
H -7.32751 2.89369 2.73927 0.1 -0.1 -0.1
H -8.32527 4.85423 1.64638 0.0 0.0 0.0
H -8.38973 5.07135 3.37558 0.0 0.0 0.0
H -7.60042 7.12914 2.17277 0.1 0.1 -0.1
H -6.49209 6.54971 3.39343 0.1 0.0 0.0
H -5.63497 6.17574 -0.79743 0.0 0.0 0.0
H -6.82332 7.33222 -0.21636 0.0 0.1 0.1
H -7.21373 5.64069 -0.21528 0.1 -0.1 0.0
H -4.56423 7.65534 2.50844 0.1 -0.1 0.0
H -5.56305 8.39630 1.27579 -0.1 0.0 -0.1
H -4.11655 7.50466 0.80700 0.0 0.0 0.0
H -3.87523 2.56706 1.32294 0.0 0.0 0.0
H -5.18736 1.69370 2.11766 -0.1 0.0 -0.1
H -4.21763 2.82511 3.03788 0.1 0.1 0.0
```
Positions in Å, forces in eV/Å.

Total charge: +1
Orbital gap (spin up / spin down): 5.16 / 6.10 eV
<S²>: 3.762
Electronic energy: -87638.7667 eV
Spin multiplicity: 4



2 unconnected molecules or ions with the total composition H4S3 at a distorted geometry, computed with the ωB97M-V functional and the def2-TZVPD basis.

```
7
Properties=species:S:1:pos:R:3:forces:R:3
S -2.41723 -0.08737 -1.15753 0.1 0.1 -0.1
H -2.17193 -1.15569 -0.39892 0.0 -0.2 0.1
H -1.40940 0.60571 -0.60529 -0.1 0.1 0.0
S 1.66470 0.39047 -0.40948 -0.1 -0.2 0.6
S 1.31740 -0.07922 1.52302 0.7 0.5 -0.7
H 2.85426 0.98821 -0.17489 0.0 0.0 0.1
H 0.16219 -0.66210 1.22310 -0.6 -0.3 -0.1
```
Positions in Å, forces in eV/Å.

Total charge: +1
Orbital gap (spin up / spin down): 7.51 / 4.26 eV
Energy above the lowest of the compared OMol25 structures with the same formula, charge and spin: 6.1 kcal per mole
<S²>: 0.755
Electronic energy: -32561.2555 eV
Spin multiplicity: 2



C2H3ClFI in the gas phase at a distorted geometry, computed with the ωB97M-V functional and the def2-TZVPD basis.

```
8
Properties=species:S:1:pos:R:3:forces:R:3
F -0.75436 -1.49025 0.17733 -1.2 -0.9 1.0
C -0.13830 -0.52527 -0.48492 2.9 -0.5 -2.1
Cl -1.10722 -0.08416 -1.94501 0.0 0.0 0.3
C 0.01350 0.70529 0.41319 2.3 -3.9 0.6
I 1.82911 0.27841 1.72423 -1.2 0.5 -0.8
H 0.81405 -1.10825 -0.91478 -1.7 2.1 0.9
H 0.12327 1.60769 -0.04264 0.5 2.3 -1.3
H -0.78004 0.61653 1.07259 -1.5 0.4 1.4
```
Positions in Å, forces in eV/Å.

Orbital gap: 9.69 eV
Energy above the lowest of the compared OMol25 structures with the same formula, charge and spin: 0.9 kcal per mole
SMILES: F[C@@H](Cl)CI
Electronic energy: -25462.5760 eV



C6H15BO in the gas phase at a distorted geometry, computed with the ωB97M-V functional and the def2-TZVPD basis.

```
23
Properties=species:S:1:pos:R:3:forces:R:3
B 2.16494 1.40918 1.50052 0.6 2.0 1.6
O 1.24609 1.34369 0.57852 -2.3 -3.4 -1.9
C 0.82280 -0.05856 -0.10849 0.5 1.0 0.1
C 1.34552 0.18990 -1.52061 0.2 -0.7 -1.3
C -0.67850 -0.31747 0.00559 0.2 -0.4 -0.5
C -0.96437 -0.59252 1.45368 -1.7 0.1 2.8
C -1.58616 0.83489 -0.44598 -1.2 -1.7 1.5
C -0.99309 -1.52867 -0.90262 -1.0 -0.7 -0.9
H 2.78191 0.55279 2.01108 0.2 -0.8 -0.1
H 2.29996 2.57344 1.89928 0.2 -0.7 -0.1
H 1.21638 -0.99301 0.39401 0.7 1.6 -0.3
H 1.72557 -0.72564 -2.14032 -1.2 1.4 1.2
H 0.59107 0.82045 -2.11617 1.4 -1.0 0.7
H 2.25866 0.75315 -1.35121 0.0 0.3 -0.4
H -0.17188 -1.19689 2.00000 -0.8 0.9 -0.7
H -1.96235 -1.17164 1.68668 1.7 1.1 -0.8
H -1.10172 0.46040 1.94483 0.5 -2.1 -0.3
H -1.31695 1.19246 -1.41093 -0.1 0.7 -0.6
H -1.61826 1.51330 0.38295 0.5 1.3 -0.2
H -2.64465 0.45129 -0.37768 0.9 0.2 -0.8
H -0.67907 -1.32651 -1.97252 -0.6 -0.1 1.2
H -0.61574 -2.56727 -0.68267 0.1 1.2 0.4
H -2.12017 -1.61676 -0.82793 1.2 -0.1 -0.5
```
Positions in Å, forces in eV/Å.

Orbital gap: 10.94 eV
Energy above the lowest of the compared OMol25 structures with the same formula, charge and spin: 30.6 kcal per mole
SMILES: BO[C@H](C)C(C)(C)C
Electronic energy: -9188.2722 eV



C3H5N3O in the gas phase at a distorted geometry, computed with the ωB97M-V functional and the def2-TZVPD basis.

```
12
Properties=species:S:1:pos:R:3:forces:R:3
N 0.25697 1.70173 -0.11725 -0.2 -0.3 -0.4
C 0.48669 0.32311 -0.07446 0.0 -0.5 0.1
C 1.65745 -0.36959 -0.04221 -0.8 1.3 0.6
O 1.40865 -1.68290 0.04463 0.4 -0.1 0.1
N 0.02514 -1.89155 0.11307 0.0 0.2 0.0
C -0.52272 -0.71096 0.05076 0.4 0.6 -0.2
N -1.90007 -0.45627 0.17306 0.3 -0.3 -0.1
H -0.03182 2.14401 0.73287 0.0 0.2 0.0
H 0.69447 2.25522 -0.83197 0.1 0.0 0.3
H 2.62468 0.12933 0.14462 -0.3 -1.2 -0.5
H -2.29561 -0.18243 -0.71948 0.0 0.2 0.2
H -2.40382 -1.25969 0.52636 0.1 -0.1 -0.1
```
Positions in Å, forces in eV/Å.

Orbital gap: 9.81 eV
Energy above the lowest of the compared OMol25 structures with the same formula, charge and spin: 57.8 kcal per mole
SMILES: Nc1conc1N
Electronic energy: -9708.0782 eV



2 unconnected molecules or ions with the total composition C2H4BrI at a distorted geometry, computed with the ωB97M-V functional and the def2-TZVPD basis.

```
8
Properties=species:S:1:pos:R:3:forces:R:3
C -1.07247 -0.34826 0.14980 2.7 1.6 -2.6
C 1.17662 0.52229 -0.13987 -3.8 -1.0 -0.1
Br -2.43154 0.69634 -0.58017 -0.1 0.1 0.1
I 2.21204 -1.24105 0.11487 0.2 0.2 0.0
H -0.98100 -0.46202 1.14290 -0.2 0.6 3.7
H -1.03154 -1.32775 -0.21547 0.2 -1.1 -1.4
H 1.13876 1.24068 0.66383 0.3 -0.1 0.2
H 0.98913 0.91977 -1.13589 0.5 -0.3 0.2
```
Positions in Å, forces in eV/Å.

Orbital gap (spin up / spin down): 8.17 / 8.13 eV
Energy above the lowest of the compared OMol25 structures with the same formula, charge and spin: 83.2 kcal per mole
Electronic energy: -80278.4666 eV